P) This record from OMol25 describes a gas-phase ion, C11H24N3 (charge +1). The level of theory is ωB97M-V with the def2-TZVPD basis set.

```
38
C11H24N3 (ωB97M-V with the def2-TZVPD basis set)
C -4.72298 0.62460 -0.22038
C -2.38400 0.50239 -0.48106
C -1.52902 -0.64728 -0.29198
C 2.07487 -1.31267 -1.85337
C 1.70144 0.45795 2.11341
C 1.23930 2.55423 0.70594
C 0.51112 1.03940 -1.58504
C -0.63811 -2.50247 1.45551
C 2.09923 -0.55283 -0.61744
C 0.81060 1.04886 1.01545
C 0.79677 0.21483 -0.39017
N -3.59140 0.34145 0.27945
N 0.24689 -1.87119 0.47597
N -0.21919 -0.78002 -0.20286
H -5.73178 0.42836 0.25998
H -4.78823 0.78617 -1.29098
H -1.83545 1.36566 -0.02527
H -2.69422 0.83692 -1.54849
H -1.93608 -1.56671 0.05429
H 2.08023 -0.68612 -2.75711
H 1.26390 -1.84472 -2.17598
H 2.95139 -1.95161 -1.97433
H 1.29566 0.98677 3.06345
H 2.82123 0.46504 1.91300
H 1.32504 -0.54577 2.48284
H 0.54436 2.99340 -0.00025
H 1.18417 3.04013 1.64356
H 2.20970 2.48180 0.28904
H 1.32435 1.51595 -2.15884
H -0.09416 0.49148 -2.35584
H -0.14379 2.01488 -1.39403
H -1.14928 -3.27064 0.88804
H 0.15798 -2.86782 2.15036
H -1.22639 -1.65215 1.94747
H 2.38695 -1.22058 0.16991
H 2.89084 0.30982 -0.89934
H -0.14842 1.22138 1.38828
H 0.91649 -2.44890 -0.07319
```

SMILES: C=NC/C=[N+](/NC)[C@](C)(CC)C(C)C
HOMO-LUMO gap: 9.16 eV
2S+1: 1
HOMO: -0.481 Ha
Charge: +1


Q) This record from OMol25 describes a gas-phase ion, C11H24N3 (charge +1). The level of theory is ωB97M-V with the def2-TZVPD basis set.

```
38
C11H24N3 (ωB97M-V with the def2-TZVPD basis set)
C -0.39544 -1.00316 -1.29657
C 0.84054 -0.68701 -1.63443
C -0.03178 0.88353 -0.08819
C -2.63422 -1.59740 0.71812
C -2.36375 0.89531 1.28310
C -3.53635 0.16301 -0.80684
C 3.15002 1.21253 0.81228
C 1.78532 -0.96865 1.11468
C 3.42856 -0.83329 -0.75002
C -2.30719 -0.24438 0.20502
C 2.43608 -0.00500 0.18448
N -0.96766 -0.26035 -0.28606
N -0.37918 2.04368 -0.77697
N 1.26034 0.42020 -0.76791
H -0.93217 -1.73353 -1.85718
H 1.33920 -1.14048 -2.37732
H 0.26339 1.12367 0.90531
H -2.35362 -1.57641 1.79558
H -3.72371 -1.90037 0.75397
H -2.01654 -2.41341 0.29034
H -2.41123 1.79650 0.74102
H -1.46937 0.95512 1.88030
H -3.15911 0.70082 1.95789
H -4.45597 0.01348 -0.17311
H -3.44055 1.13794 -1.08850
H -3.53322 -0.54383 -1.54809
H 3.58626 0.88465 1.76353
H 3.94598 1.54302 0.07139
H 2.38932 2.00513 0.83094
H 2.57742 -1.45888 1.73144
H 1.20160 -1.67929 0.47728
H 1.08961 -0.47692 1.84598
H 2.91070 -1.79225 -1.10191
H 3.92147 -0.28279 -1.53958
H 4.26711 -1.25314 -0.28216
H -0.69862 2.89545 -0.16412
H -1.08024 1.91049 -1.43035
H 1.49704 1.26603 -1.39336
```

SMILES: CC(C)(C)N1C=C[N@H+](C(C)(C)C)[C@H]1N
HOMO-LUMO gap: 9.71 eV
2S+1: 1
HOMO: -0.444 Ha
Charge: +1


Most stable of them? Q).


P) This record from OMol25 describes 2 unconnected molecules or ions with the total composition C9H13NO2. The level of theory is ωB97M-V with the def2-TZVPD basis set.

```
25
C9H13NO2 (ωB97M-V with the def2-TZVPD basis set)
C -0.66652 2.32329 -0.30299
C 2.76695 -0.20146 0.63399
C 2.24788 0.64820 1.57843
C 2.25746 -0.08823 -0.69820
C 1.04508 1.35957 1.35792
C 1.16266 0.71470 -0.90370
C 0.52052 1.44619 0.10461
O 3.68450 -1.16340 0.86594
H 4.13343 -1.03892 1.70282
H 2.60086 0.44178 2.57427
H 2.84117 -0.48440 -1.52103
H 0.65928 1.79371 2.27100
H 0.81921 0.80674 -1.92826
H -0.54448 2.31149 -1.38901
H -0.54919 3.35364 0.08112
H -1.70994 2.15645 -0.03485
C -1.75393 -2.45385 -0.74836
C -2.99265 -1.67511 -0.28120
O -4.03043 -2.11389 0.10025
N -2.73255 -0.31038 -0.47365
H -3.47249 0.35722 -0.28821
H -1.82627 0.11757 -0.37949
H -0.91689 -1.97751 -1.22224
H -2.09612 -3.36382 -1.26762
H -1.44752 -2.95958 0.16847
```

SMILES: Cc1ccc(O)cc1.CC(N)=O
HOMO-LUMO gap: 9.42 eV
2S+1: 1
HOMO: -0.322 Ha
Charge: 0


Q) This record from OMol25 describes a single C9H13NO2 molecule. The level of theory is ωB97M-V with the def2-TZVPD basis set.

```
25
C9H13NO2 (ωB97M-V with the def2-TZVPD basis set)
C 1.22942 0.24146 3.70920
C 0.98023 -0.26599 2.45590
C 0.90664 1.56184 3.64196
C 0.64065 0.85440 1.67369
C 0.31620 0.94870 0.17624
C 0.12134 0.23412 -2.56820
C -0.46623 -0.26294 -0.24721
C -0.70131 -2.06250 -1.98324
C -0.81145 -0.56020 -1.65947
N -2.20058 -0.17276 -1.71505
O -2.56421 0.75889 -2.44167
O 0.68147 1.96853 2.39168
H 1.41462 -0.34477 4.57369
H 1.13656 -1.21889 2.08437
H 0.95971 2.38017 4.36009
H -0.35640 1.83680 0.03657
H 0.12008 -0.16530 -3.60273
H -0.38864 1.24886 -2.68761
H 1.17726 0.24837 -2.08919
H 0.16489 -1.08371 0.13165
H -1.39350 -0.10601 0.29848
H 1.19080 1.04838 -0.34338
H -1.51274 -2.42956 -2.71624
H 0.21954 -2.22607 -2.53086
H -0.86435 -2.43182 -0.94867
```

SMILES: CC(C)(CCc1ccco1)N=O
HOMO-LUMO gap: 8.46 eV
2S+1: 1
HOMO: -0.310 Ha
Charge: 0


R) This record from OMol25 describes 2 unconnected molecules or ions with the total composition C9H13NO2. The level of theory is ωB97M-V with the def2-TZVPD basis set.

```
25
C9H13NO2 (ωB97M-V with the def2-TZVPD basis set)
C -0.88638 -2.32937 1.62914
C -1.82629 -0.13140 2.22688
C -0.67530 -0.83649 1.86734
C -1.75538 1.25783 2.27188
C -0.56758 1.89326 1.97890
C 0.54120 -0.21748 1.65136
C 0.55610 1.16976 1.60621
O -0.45744 3.26999 1.92463
H -2.68060 -0.70481 2.55260
H -2.63816 1.83730 2.51994
H -0.15824 -2.64694 0.87507
H -1.82132 -2.61675 1.18300
H 1.40355 -0.83696 1.45832
H -1.24738 3.60891 1.54414
H 1.47226 1.71329 1.45525
H -0.59184 -2.87007 2.53022
C 1.92653 -1.04372 -3.08637
C 1.25659 0.28206 -2.91559
O 1.49315 1.04714 -2.00440
N 0.26884 0.62165 -3.78106
H 2.95985 -0.80882 -3.36579
H 1.56764 -1.61137 -3.94116
H -0.19686 1.44502 -3.44268
H 0.01708 0.08402 -4.58632
H 2.03998 -1.57603 -2.15152
```

SMILES: Cc1ccc(O)cc1.CC(N)=O
HOMO-LUMO gap: 9.06 eV
2S+1: 1
HOMO: -0.304 Ha
Charge: 0


Most stable of them? R).


P) This record from OMol25 describes 2 unconnected molecules or ions with the total composition C9H13NO2. The level of theory is ωB97M-V with the def2-TZVPD basis set.

```
25
C9H13NO2 (ωB97M-V with the def2-TZVPD basis set)
C 0.12191 1.41807 2.51900
C 1.55894 2.03204 2.44643
O 1.88372 3.14189 2.82879
N 2.45774 1.19704 1.96095
H 3.40724 1.35555 1.63781
H 2.11724 0.21126 1.69651
H 0.17193 0.55551 3.20251
H -0.23311 1.12803 1.48595
H -0.58471 2.22173 2.69246
C -1.58154 0.92986 -2.55307
C -0.04583 -2.01604 -0.24826
C 0.14504 -2.19917 -1.62477
C -0.84086 -1.05440 0.34234
C -0.43182 -1.23337 -2.51519
C -1.53815 -0.15597 -0.45994
C -1.13150 -0.25223 -1.82185
O 0.83338 -2.72397 0.53814
H 1.02697 -3.65922 0.32598
H 0.74957 -2.99550 -1.98927
H -0.83809 -1.21113 1.48678
H -0.38943 -1.32841 -3.60659
H -2.01074 0.78620 -0.12545
H -1.57664 0.74320 -3.57827
H -0.81389 1.73481 -2.39543
H -2.45740 1.37423 -2.24556
```

SMILES: Cc1ccc(O)cc1.CC(N)=O
HOMO-LUMO gap: 9.08 eV
2S+1: 1
HOMO: -0.313 Ha
Charge: 0


Q) This record from OMol25 describes 2 unconnected molecules or ions with the total composition C9H13NO2. The level of theory is ωB97M-V with the def2-TZVPD basis set.

```
25
C9H13NO2 (ωB97M-V with the def2-TZVPD basis set)
C 0.03593 -2.11040 1.08410
C 0.75761 -0.00579 2.14036
C 0.75241 -0.77887 0.96193
C 1.25871 1.28040 2.19628
C 1.60385 1.75562 0.89973
C 1.32492 -0.29984 -0.22144
C 1.78850 1.05803 -0.25410
O 2.14233 3.06569 0.94326
H 0.57947 -0.51510 3.09199
H 1.33252 1.96477 3.01666
H -0.07897 -2.67654 0.17633
H -1.03850 -1.90184 1.27211
H 1.16193 -0.91752 -1.07566
H 1.38930 3.69333 1.00765
H 2.40157 1.36304 -1.08123
H 0.40567 -2.52237 2.01914
C -1.92602 -1.38834 -1.90863
C -2.12700 0.12206 -2.00986
O -2.83610 0.61983 -2.85736
N -1.27343 0.94299 -1.26777
H -2.78103 -1.90192 -2.32585
H -1.58102 -1.71439 -0.93837
H -1.27565 1.88149 -1.63516
H -0.80716 0.48710 -0.50074
H -1.20984 -1.50142 -2.73337
```

SMILES: Cc1ccc(O)cc1.CC(N)=O
HOMO-LUMO gap: 9.81 eV
2S+1: 1
HOMO: -0.336 Ha
Charge: 0


Most stable of them? Q).


P) This record from OMol25 describes a single C5H6 molecule. The level of theory is ωB97M-V with the def2-TZVPD basis set.

```
11
C5H6 (ωB97M-V with the def2-TZVPD basis set)
C -1.81031 -0.28083 0.45522
C -1.01359 -0.84622 -0.23818
C 0.51771 0.83050 0.83567
C 0.27662 -0.70534 -0.94195
C 1.17879 0.24136 -0.15421
H -2.75486 -0.20983 0.91633
H -0.21658 0.49176 1.49278
H 1.01823 1.70706 1.26416
H 0.56707 -1.72356 -1.20460
H 0.22588 -0.10511 -1.84683
H 2.01104 0.60020 -0.57838
```

SMILES: C#CCC=C
HOMO-LUMO gap: 10.43 eV
2S+1: 1
HOMO: -0.344 Ha
Charge: 0


Q) This record from OMol25 describes a single C5H6 molecule. The level of theory is ωB97M-V with the def2-TZVPD basis set.

```
11
C5H6 (ωB97M-V with the def2-TZVPD basis set)
C -0.58142 -0.89969 0.00601
C 0.92601 -0.84409 -0.30369
C 1.24781 0.51552 0.05346
C 0.02166 1.20568 -0.06823
C -1.07633 0.45765 0.00002
H -1.43531 -1.33552 -0.75692
H -0.68866 -1.65216 0.94413
H 1.71631 -1.60629 0.16663
H 2.12605 1.15480 0.24028
H -0.27405 2.25657 -0.34600
H -1.98209 0.74752 0.06431
```

SMILES: C1=CCC=C1
HOMO-LUMO gap: 9.37 eV
2S+1: 1
HOMO: -0.317 Ha
Charge: 0


Most stable of them? Q).


P) This record from OMol25 describes a single C5H6 molecule. The level of theory is ωB97M-V with the def2-TZVPD basis set.

```
11
C5H6 (ωB97M-V with the def2-TZVPD basis set)
C -0.50956 0.97191 -2.59366
C -0.24944 0.41044 -1.53081
C -0.50459 -0.13671 0.92772
C 0.93067 -0.17044 0.73831
C -0.06910 -0.45491 -0.40987
H -0.70513 1.49351 -3.49975
H -1.10918 -0.85303 1.45742
H -0.88285 0.81270 1.15970
H 1.38691 0.77360 0.59724
H 1.31896 -1.07230 1.22785
H -0.25559 -1.54903 -0.80599
```

SMILES: C#CC1CC1
HOMO-LUMO gap: 10.42 eV
2S+1: 1
HOMO: -0.341 Ha
Charge: 0


Q) This record from OMol25 describes a single C5H6 molecule. The level of theory is ωB97M-V with the def2-TZVPD basis set.

```
11
C5H6 (ωB97M-V with the def2-TZVPD basis set)
C -2.26612 0.02221 -0.12078
C -1.03882 -0.17420 0.12235
C 0.33594 -0.10713 0.56895
C 1.35446 -0.64278 -0.34442
C 1.14714 0.81460 -0.14870
H -3.23203 0.16051 -0.52960
H 0.50057 -0.22895 1.65570
H 2.11313 -1.29279 0.20628
H 1.08720 -0.98129 -1.28467
H 0.47040 1.33704 -0.83997
H 1.86514 1.52923 0.32784
```

SMILES: C#CC1CC1
HOMO-LUMO gap: 10.53 eV
2S+1: 1
HOMO: -0.345 Ha
Charge: 0


Most stable of them? P).